This record from the OMol25 dataset describes a cluster of 18 separate species, C48H142N26O18 in total at a distorted geometry. The level of theory is wB97M-V/def2-TZVPD.

Its highest occupied orbital energy is -8.70 eV. As for the charge: 0. The molar mass comes out at 1371.83 g mol⁻¹. The lowest unoccupied orbital energy comes out at 0.275 eV. The value obtained for the HOMO-LUMO gap is 8.98 eV. For the electronic energy, the calculation gives -4692.12726 Eh.

Each line ends with the Löwdin charge.
Positions of all 234 atoms, in Å:
C 14.02 19.98 15.60  -0.061
C 13.90 18.76 14.72  -0.364
C 14.74 18.94 13.39  -0.217
O 14.26 19.94 12.58  -0.217
C 13.21 19.57 11.71  -0.077
N 14.34 17.48 15.40  0.056
H 14.96 20.05 16.15  0.047
H 13.26 19.96 16.45  0.108
H 13.91 20.86 15.05  0.051
H 12.87 18.54 14.54  0.122
H 14.76 17.94 12.85  0.134
H 15.78 19.20 13.66  0.100
H 12.23 19.91 12.07  0.093
H 13.17 18.53 11.63  0.062
H 13.34 20.02 10.70  0.100
H 13.80 16.65 15.10  0.085
H 15.28 17.33 15.17  0.006
C 20.75 11.18 20.62  -0.067
C 20.19 12.22 21.60  -0.402
C 21.40 12.94 22.26  -0.191
O 21.16 13.84 23.36  -0.190
C 21.20 13.20 24.63  -0.112
N 19.35 13.17 20.88  0.059
H 21.25 11.65 19.73  0.085
H 19.94 10.60 20.25  0.056
H 21.38 10.39 21.10  0.089
H 19.69 11.62 22.36  0.135
H 21.79 13.56 21.49  0.079
H 22.14 12.19 22.55  0.117
H 22.09 12.54 24.74  0.094
H 20.24 12.74 25.02  0.107
H 21.45 13.91 25.35  0.049
H 19.97 13.66 20.23  0.028
H 19.19 13.94 21.51  0.057
C 17.60 22.60 19.02  -0.066
C 18.65 23.70 18.92  -0.365
C 19.51 23.89 20.25  -0.180
O 18.53 24.21 21.26  -0.207
C 18.93 24.20 22.62  -0.096
N 19.55 23.50 17.69  0.045
H 17.16 22.64 20.04  0.080
H 18.10 21.62 18.91  0.060
H 16.72 22.62 18.31  0.078
H 18.20 24.66 18.79  0.111
H 20.31 24.67 20.10  0.119
H 20.04 22.98 20.48  0.081
H 18.81 23.19 23.15  0.104
H 18.23 24.95 23.09  0.101
H 19.90 24.53 22.76  0.043
H 20.19 22.73 18.01  0.049
H 20.18 24.31 17.55  0.064
C 23.78 24.54 15.18  -0.049
C 22.81 23.49 15.72  -0.464
C 22.65 22.31 14.79  -0.200
O 21.74 21.33 15.25  -0.196
C 21.40 20.35 14.29  -0.101
N 23.20 23.15 17.05  0.062
H 24.69 24.07 14.95  0.060
H 23.93 25.27 15.97  0.088
H 23.42 25.06 14.32  0.065
H 21.84 23.98 15.80  0.121
H 23.66 21.93 14.47  0.146
H 22.23 22.80 13.89  0.122
H 20.54 19.80 14.59  0.042
H 22.18 19.68 14.11  0.067
H 21.03 20.75 13.34  0.066
H 22.71 22.31 17.37  0.026
H 24.16 22.85 17.04  0.075
C 20.12 17.08 11.00  -0.063
C 18.67 17.46 10.69  -0.428
C 17.80 16.19 10.55  -0.211
O 16.45 16.53 10.37  -0.209
C 15.62 15.45 10.60  -0.134
N 18.06 18.30 11.72  0.050
H 20.22 16.35 11.84  0.078
H 20.67 17.99 11.18  0.061
H 20.48 16.57 10.04  0.104
H 18.60 17.91 9.72  0.130
H 17.91 15.57 11.47  0.128
H 18.16 15.57 9.67  0.144
H 14.61 15.64 10.23  0.086
H 15.61 15.22 11.67  0.091
H 15.99 14.57 9.99  0.102
H 17.08 18.38 11.41  0.080
H 18.45 19.25 11.80  0.038
C 18.47 23.18 14.22  -0.061
C 17.00 22.72 14.33  -0.370
C 16.46 21.99 13.06  -0.191
O 16.75 22.72 11.86  -0.181
C 15.96 22.03 10.93  -0.106
N 16.91 21.79 15.47  0.069
H 19.17 22.35 13.78  0.097
H 18.84 23.61 15.17  0.058
H 18.54 24.04 13.52  0.073
H 16.44 23.69 14.41  0.143
H 15.41 21.85 13.15  0.096
H 16.97 21.01 13.07  0.110
H 14.94 22.42 10.97  0.107
H 15.97 21.00 11.06  0.053
H 16.42 22.14 9.97  0.088
H 17.32 22.13 16.30  0.028
H 15.98 21.54 15.79  0.047
C 19.16 19.13 25.40  -0.044
C 19.61 18.34 24.07  -0.376
C 18.75 17.07 23.82  -0.188
O 17.40 17.45 23.71  -0.220
C 16.53 16.35 23.44  -0.088
N 19.70 19.33 23.01  0.060
H 18.12 19.51 25.33  0.079
H 19.91 19.90 25.65  0.076
H 19.09 18.46 26.20  0.045
H 20.65 17.99 24.29  0.091
H 18.96 16.41 24.61  0.102
H 19.04 16.55 22.88  0.129
H 16.52 15.93 22.37  0.080
H 15.53 16.78 23.59  0.097
H 16.59 15.55 24.17  0.084
H 19.37 18.99 22.15  0.011
H 19.30 20.27 23.10  0.087
C 21.51 17.10 16.11  -0.042
C 21.62 15.88 15.17  -0.419
C 22.17 16.30 13.86  -0.257
O 22.00 15.22 13.00  -0.195
C 22.80 15.21 11.87  -0.120
N 22.42 14.83 15.78  0.040
H 22.39 17.43 16.63  0.067
H 20.71 17.04 16.88  0.060
H 21.07 17.97 15.59  0.050
H 20.56 15.49 15.00  0.151
H 23.25 16.62 13.97  0.146
H 21.64 17.21 13.46  0.122
H 22.32 15.80 11.00  0.086
H 22.88 14.20 11.48  0.086
H 23.85 15.50 12.03  0.092
H 22.60 14.09 15.09  0.099
H 23.34 15.17 16.01  0.090
C 24.47 16.62 24.70  -0.042
C 24.06 18.16 24.94  -0.420
C 23.77 18.95 23.65  -0.199
O 24.62 18.75 22.53  -0.235
C 25.90 19.28 22.70  -0.121
N 22.97 18.24 25.85  0.040
H 24.49 16.08 25.62  0.039
H 25.56 16.38 24.37  0.095
H 23.68 16.05 24.15  0.065
H 24.89 18.75 25.44  0.148
H 23.80 19.98 23.86  0.102
H 22.68 18.77 23.34  0.132
H 25.97 20.37 22.64  0.088
H 26.52 18.79 21.86  0.116
H 26.40 18.95 23.62  0.080
H 22.07 18.20 25.40  0.028
H 22.94 19.13 26.32  0.080
C 24.74 16.94 19.60  -0.081
C 24.41 15.66 20.20  -0.409
C 25.56 15.01 20.96  -0.219
O 26.63 14.83 20.09  -0.174
C 27.80 14.45 20.73  -0.115
N 23.23 15.91 21.15  0.081
H 24.91 17.73 20.35  0.074
H 24.02 17.26 18.87  0.063
H 25.70 16.89 19.03  0.107
H 24.03 14.93 19.37  0.144
H 25.32 14.01 21.46  0.147
H 25.89 15.65 21.77  0.112
H 28.10 15.17 21.49  0.093
H 28.59 14.44 20.01  0.084
H 27.81 13.49 21.16  0.071
H 23.52 16.66 21.79  0.056
H 23.07 15.02 21.56  0.015
C 16.02 15.51 19.56  -0.705
O 15.06 15.88 20.23  -0.014
N 16.02 15.82 18.25  0.186
N 17.02 14.80 20.11  0.174
H 16.84 15.71 17.66  0.075
H 15.19 16.31 18.00  0.084
H 16.73 14.59 21.04  0.071
H 17.76 14.28 19.65  0.071
C 20.21 15.24 18.51  -0.681
O 19.37 15.08 17.62  -0.008
N 21.35 14.50 18.51  0.136
N 20.08 16.18 19.55  0.171
H 22.21 14.89 19.06  0.101
H 21.62 14.31 17.51  0.076
H 20.86 16.05 20.20  0.074
H 19.16 16.41 19.87  0.047
C 25.45 20.29 18.54  -0.700
O 26.66 20.25 18.63  0.025
N 24.56 20.68 19.47  0.182
N 24.80 19.94 17.36  0.158
H 23.58 20.71 19.23  0.041
H 24.99 21.15 20.25  0.104
H 23.80 20.04 17.21  0.072
H 25.36 19.68 16.62  0.068
C 16.88 18.69 20.28  -0.714
O 18.02 18.35 20.29  0.031
N 16.15 18.75 21.38  0.176
N 16.21 19.20 19.17  0.169
H 16.61 18.41 22.24  0.080
H 15.12 18.66 21.27  0.126
H 15.19 19.24 19.27  0.107
H 16.53 18.93 18.24  0.042
C 20.17 21.74 10.99  -0.632
O 19.55 20.76 11.41  -0.016
N 19.48 22.90 10.87  0.194
N 21.48 21.65 10.52  0.160
H 19.82 23.79 10.75  0.075
H 18.59 22.88 11.36  0.066
H 22.00 22.47 10.23  0.107
H 21.79 20.72 10.36  0.089
C 17.85 18.04 15.48  -0.688
O 17.49 18.32 16.63  -0.031
N 17.99 16.77 15.01  0.183
N 18.05 19.04 14.59  0.165
H 18.07 16.03 15.75  0.108
H 18.45 16.71 14.10  0.093
H 17.67 19.94 14.92  0.067
H 18.27 18.88 13.62  0.041
C 22.67 23.11 21.55  -0.674
O 22.93 23.19 22.73  0.008
N 22.86 24.13 20.59  0.142
N 22.01 21.97 21.13  0.135
H 22.58 24.04 19.57  0.097
H 23.29 24.98 20.88  0.085
H 22.09 21.72 20.13  0.050
H 22.14 21.17 21.78  0.112
C 20.86 19.98 18.26  -0.623
O 21.81 20.80 18.39  -0.105
N 20.01 20.19 17.25  0.213
N 20.69 18.95 19.13  0.196
H 20.37 20.99 16.73  0.085
H 19.13 19.67 17.08  0.096
H 21.44 18.76 19.76  0.094
H 19.77 18.45 19.16  0.081